Here is a molecular structure, C23H39Cl3N3O3SSiW from OMol25. Energies are from ωB97M-V with the def2-TZVPD basis set.

Each line ends with the Löwdin charge.
CARTESIAN COORDINATES (ANGSTROEM)
C 1.260 -1.712 -3.285  -0.0210
C 0.261 -2.242 -2.310  -0.2145
H 1.770 -2.512 -3.835  0.0944
H 2.012 -1.109 -2.751  0.0672
H 0.771 -1.052 -4.018  0.1076
C 0.192 -3.525 -1.906  -0.0452
C 1.122 -4.602 -2.331  -0.0402
H -0.627 -3.870 -1.269  0.1220
H 2.034 -4.202 -2.785  0.0805
H 0.645 -5.285 -3.047  0.1151
H 1.420 -5.213 -1.468  0.0945
W -0.055 1.523 -0.165  1.5012
Cl -2.017 1.827 -1.377  0.3517
Cl 2.135 2.059 0.353  0.4020
C -3.088 0.336 1.376  -0.2805
O -1.900 0.615 1.614  -0.1010
N -3.915 -0.187 2.309  -0.1466
C -3.466 -0.344 3.687  0.0010
C -5.261 -0.648 1.998  -0.0122
H -3.547 0.498 0.381  0.1147
H -2.501 0.157 3.818  0.0877
H -3.374 -1.413 3.935  0.1097
H -4.221 0.096 4.351  0.1147
H -5.467 -0.493 0.932  0.1007
H -5.991 -0.092 2.605  0.1140
H -5.360 -1.718 2.232  0.1024
H 2.248 -1.564 -0.342  0.0854
H 0.738 -3.906 1.137  0.0973
C 2.606 -1.667 0.697  0.0116
C 1.269 -3.375 1.940  -0.0033
N 1.497 -1.977 1.589  -0.1520
H 3.074 -0.722 0.996  0.0900
C 0.823 -0.994 2.260  -0.2687
O 1.014 0.219 2.100  -0.1401
H 0.647 -3.410 2.842  0.1066
H 0.053 -1.372 2.963  0.1623
H 3.322 -2.495 0.746  0.1170
H 2.227 -3.873 2.120  0.1177
O 0.181 -0.300 -0.994  -0.2866
C -0.652 -1.168 -1.737  -0.3273
C -1.449 -2.242 0.374  -0.0932
C -1.773 -1.759 -0.884  -0.2290
H -0.441 -2.034 0.712  0.0691
C -2.338 -3.022 1.119  -0.0449
H -1.121 -0.626 -2.573  0.1472
C -3.077 -1.903 -1.363  -0.0143
H -2.030 -3.416 2.094  0.1207
C -3.603 -3.271 0.582  -0.0586
C -3.975 -2.688 -0.636  -0.0438
H -3.333 -1.420 -2.314  0.1343
H -4.301 -3.919 1.122  0.1285
H -4.986 -2.847 -1.026  0.1310
Si 3.942 3.673 -2.098  0.1375
Cl 3.181 1.810 -2.733  0.2749
C 4.837 3.615 -0.442  -0.2199
C 2.440 4.796 -2.059  -0.2185
C 5.201 4.205 -3.398  -0.1919
H 4.444 2.857 0.248  -0.0478
H 4.733 4.599 0.043  0.0520
H 5.910 3.425 -0.582  0.0506
H 6.142 3.653 -3.291  0.0448
H 5.428 5.279 -3.277  0.0550
H 4.822 4.043 -4.415  0.0407
H 1.600 4.319 -1.534  -0.0324
H 2.121 5.029 -3.086  0.0506
H 2.671 5.744 -1.552  0.0510
S -0.762 4.128 3.558  1.1946
C -1.315 5.017 2.134  -0.2595
C -1.101 4.288 0.996  -0.1937
N -0.549 3.030 1.248  -0.3108
C -0.297 2.831 2.569  -0.4438
H -1.765 5.999 2.171  0.1033
H -1.338 4.567 -0.029  0.1186
H 0.204 1.956 2.959  0.0676

Orbital gap (alpha / beta), eV: 3.47 / 3.41
Total energy, eV: -93174.87775
Molar mass, g/mol: 755.94
Charge: +3
Spin multiplicity: 1
LUMO (alpha / beta), eV: -13.426 / -13.500